Entry 1:
Here is one molecule with the formula C3H6N2O from the Open Molecules 2025 dataset. Energies are from wB97M-V/def2-TZVPD.

Each line ends with the natural charge from an NBO analysis.
CARTESIAN COORDINATES (ANGSTROEM)
N 2.4105 -0.0151 -1.9636  -0.324
C 1.7683 0.2041 -1.0267  0.254
C 0.8947 0.5267 0.1312  -0.006
O 1.2041 -0.2627 1.2345  -0.700
C -0.6137 0.3641 -0.3006  -0.239
N -1.2371 -0.6976 0.4798  -0.858
H 1.0864 1.5799 0.3755  0.203
H 0.3916 -0.7968 1.3802  0.495
H -0.6633 0.1575 -1.3739  0.208
H -1.1314 1.3108 -0.1276  0.204
H -2.0907 -0.3927 0.9297  0.382
H -1.4438 -1.5180 -0.0759  0.380

The energy above the lowest of the compared OMol25 structures with the same formula, charge and spin comes out at 142.65 kJ/mol. Its LUMO energy is 0.568 eV. As for the SMILES: N#C[C@H](O)CN. For the gap between HOMO and LUMO, the calculation gives 11.3642 eV.

***

Entry 2:
Here is a 2-piece molecular cluster, C25H41Cl2N2O3 overall from the Open Molecules 2025 dataset. Energies are from wB97M-V/def2-TZVPD.

Each line ends with the Löwdin charge.
CARTESIAN COORDINATES (ANGSTROEM)
C -3.6358 -2.4410 -1.1940  -0.118
C -2.6258 -2.4817 -2.3499  -0.224
C -1.4178 -1.5147 -2.2030  -0.199
C -1.1739 -1.0137 -0.7783  -0.169
C -0.0203 0.0718 -0.7252  -0.079
C 1.0454 -0.3918 0.2339  -0.110
C 0.7789 -0.4348 1.6046  -0.039
C -0.5644 0.0313 2.1530  -0.271
C -1.2317 -1.0163 3.0735  -0.019
C -0.3256 1.4043 2.8825  -0.133
C -0.1314 2.5389 1.8409  -0.230
C -1.4678 3.1071 1.3076  -0.075
C 1.7736 -0.9188 2.4362  0.032
C 1.6078 -1.0861 3.9347  -0.527
O 1.4828 -2.2225 4.3493  0.143
O 1.6406 -0.0333 4.7698  0.094
C 3.0126 -1.3425 1.9131  -0.129
C 4.0820 -1.8894 2.7786  -0.613
Cl 4.5318 -1.0074 4.2206  0.764
C 4.7419 -3.0240 2.5026  -0.693
C 4.4911 -3.8976 1.2891  -0.086
Cl 5.9869 -3.5846 3.5738  0.714
C 3.1903 -1.2217 0.5839  0.018
N 2.2365 -0.7626 -0.2363  0.022
C 2.5772 -0.6870 -1.6741  -0.030
C 2.6650 0.7808 -2.1150  -0.392
C 2.8723 1.9105 -1.1027  -0.014
N 2.5269 1.0417 -3.3468  0.160
H -3.2463 -2.8879 -0.2708  0.072
H -4.5676 -2.9524 -1.4536  0.076
H -3.9231 -1.4181 -0.9190  0.060
H -2.2686 -3.5114 -2.4464  0.104
H -3.1588 -2.1982 -3.2623  0.104
H -1.4963 -0.6573 -2.8778  0.097
H -0.5143 -2.0715 -2.4997  0.106
H -0.8844 -1.8530 -0.1330  0.126
H -2.0537 -0.5241 -0.3577  0.096
H 0.3313 0.1797 -1.7520  0.101
H -0.4360 1.0214 -0.3905  0.096
H -1.2664 0.2577 1.3510  0.107
H -2.3136 -0.8589 3.0884  0.095
H -0.9082 -0.8177 4.1028  0.076
H -0.9933 -2.0510 2.8189  0.094
H -1.1673 1.6254 3.5434  0.126
H 0.6278 1.3241 3.4029  0.094
H 0.5162 2.1810 1.0317  0.074
H 0.4483 3.3113 2.3596  0.112
H -2.2160 3.0167 2.0982  0.079
H -1.7864 2.6380 0.3709  0.051
H -1.3206 4.1695 1.0874  0.078
H 1.1233 -0.2786 5.5527  0.153
H 3.4356 -4.1545 1.1726  0.099
H 5.1143 -4.7875 1.3922  0.073
H 4.8463 -3.4145 0.3740  0.074
H 4.1330 -1.5327 0.1592  0.142
H 1.8983 -1.2609 -2.3039  0.136
H 3.5895 -1.0800 -1.7988  0.139
H 1.9370 2.4541 -0.9247  0.084
H 3.2644 1.5833 -0.1333  0.079
H 3.5804 2.6320 -1.5190  0.092
H 2.5902 2.0544 -3.4634  0.071
C -4.1829 3.3071 -2.3557  -0.055
C -3.0983 2.3036 -2.7132  -0.499
C -2.7728 2.3452 -4.1982  -0.054
O -3.5213 0.9860 -2.3493  -0.066
H -5.1080 3.0817 -2.8922  0.087
H -4.4116 3.2611 -1.2898  0.078
H -3.8776 4.3248 -2.6029  0.085
H -2.1960 2.5167 -2.1338  0.121
H -3.6533 2.0893 -4.7929  0.087
H -1.9985 1.6154 -4.4427  0.074
H -2.4260 3.3344 -4.4999  0.084
H -4.3177 0.7814 -2.8519  0.097

The energy above the lowest of the compared OMol25 structures with the same formula, charge and spin comes out at 0.00 kJ/mol. Its LUMO energy is -3.908 eV. Its net charge is +1. For the gap between HOMO and LUMO, the calculation gives 8.1091 eV.

***

Entry 3:
Here is one molecule with the formula C5H7NO from the Open Molecules 2025 dataset. Energies are from wB97M-V/def2-TZVPD.

Each line ends with the natural charge from an NBO analysis.
CARTESIAN COORDINATES (ANGSTROEM)
C 0.3619 0.8924 -1.8081  -0.363
C 0.5340 1.2662 -0.5447  -0.193
C -0.3746 0.8071 0.5767  -0.466
C 0.2477 -0.5105 1.0236  -0.135
N -0.4670 -1.7595 1.4911  -0.619
C -0.0812 -1.6739 0.1962  0.676
O -0.2263 -2.1659 -0.8909  -0.548
H -0.5050 0.3091 -2.1113  0.202
H 1.1015 1.1050 -2.5740  0.204
H 1.4390 1.7983 -0.2524  0.200
H -1.3946 0.6581 0.2014  0.219
H -0.4207 1.5404 1.3910  0.219
H 1.2143 -0.3999 1.5113  0.213
H -1.4290 -1.8670 1.7902  0.391

The energy above the lowest of the compared OMol25 structures with the same formula, charge and spin comes out at 236.41 kJ/mol. Its LUMO energy is 1.032 eV. As for the SMILES: C=CC[C@H]1NC1=O. For the gap between HOMO and LUMO, the calculation gives 10.6191 eV.

***

Entry 4:
Here is one molecule with the formula C4H9NO3 from the Open Molecules 2025 dataset. Energies are from wB97M-V/def2-TZVPD.

Each line ends with the natural charge from an NBO analysis.
CARTESIAN COORDINATES (ANGSTROEM)
N 1.2873 0.9012 -0.6161  -0.839
C 0.0681 0.6717 0.1353  -0.143
C -0.6565 -0.6461 -0.1007  -0.437
C 0.1739 -1.8519 0.3099  -0.062
O 0.4476 -2.5870 -0.9004  -0.736
C -0.8829 1.8461 -0.0019  0.791
O -1.6460 2.1122 -0.8915  -0.587
O -0.7328 2.7018 1.0398  -0.699
H 2.1305 0.9547 -0.0823  0.377
H 1.3353 0.3202 -1.4372  0.378
H 0.3620 0.7133 1.1641  0.203
H -1.5094 -0.5872 0.5806  0.215
H -1.0861 -0.7782 -1.0897  0.244
H 1.1033 -1.5428 0.7916  0.162
H -0.3222 -2.5645 0.9722  0.171
H 1.2035 -3.1548 -0.7944  0.469
H -1.2756 3.4912 0.9206  0.495

The energy above the lowest of the compared OMol25 structures with the same formula, charge and spin comes out at 112.86 kJ/mol. Its LUMO energy is 0.738 eV. As for the SMILES: N[C@H](CCO)C(=O)O. For the gap between HOMO and LUMO, the calculation gives 10.1153 eV.

***

Entry 5:
Here is C38H55NO2P2Tc as an isolated structure from the Open Molecules 2025 dataset. Energies are from wB97M-V/def2-TZVPD.

Each line ends with the Löwdin spin population.
CARTESIAN COORDINATES (ANGSTROEM)
Tc -2.2505 2.9252 -2.3986  0.643
C -0.3960 1.7564 0.0070  0.089
C -0.9545 2.9676 -0.5487  -0.001
C -2.6613 1.5262 0.2025  0.057
C -1.4360 0.8849 0.4053  0.039
C -2.4393 2.9121 -0.2747  0.053
C 1.0278 1.4903 0.2892  0.016
H 1.7037 2.1696 -0.2297  0.000
H 1.2846 0.4665 0.0079  0.003
H 1.2665 1.5605 1.3597  0.006
C -1.2767 -0.4834 0.9817  0.002
H -1.1457 -0.4923 2.0743  0.001
H -0.4129 -0.9895 0.5445  0.000
H -2.1483 -1.1013 0.7499  0.000
C -3.9973 0.9668 0.4224  0.013
H -4.5112 1.3779 1.3016  0.004
H -3.9762 -0.1211 0.5016  0.000
H -4.6207 1.2036 -0.4475  0.004
C -3.2662 4.0162 0.3255  0.012
H -3.2377 3.9146 1.4186  0.003
H -4.3099 3.9240 0.0057  0.003
H -2.9162 5.0207 0.0609  0.000
C -0.1649 4.2077 -0.7485  0.003
H 0.0123 4.7647 0.1814  0.000
H -0.6522 4.8801 -1.4746  0.002
H 0.8386 3.9507 -1.1156  -0.001
C 2.3926 -2.7017 -1.7671  0.371
C 3.2414 -1.9778 -2.5332  0.365
C 2.9464 -0.6505 -3.1875  0.064
C 1.5047 -0.2314 -2.9258  0.005
C 0.4994 -1.0304 -3.7603  -0.026
C -0.4423 -1.7008 -3.0415  0.000
C -0.2261 -2.8339 -2.0582  0.038
C 1.1854 -3.4810 -2.2071  0.050
H 3.1225 -0.7018 -4.2777  0.017
H 1.3813 0.8554 -3.0881  -0.002
H 3.6305 0.0985 -2.7550  0.008
H 1.3044 -3.7223 -3.2783  0.003
H 2.6743 -2.8943 -0.7227  0.028
H 4.2563 -2.3427 -2.7380  0.026
H 1.1907 -4.3917 -1.5874  0.002
H -0.4594 -2.5727 -1.0028  0.000
H -1.5099 -1.4392 -3.1514  0.000
H -0.9732 -3.5952 -2.3521  0.005
H 1.2820 -0.3732 -1.8553  0.003
H -1.3365 1.5948 -2.6493  0.011
P -0.8425 0.6788 -4.5961  -0.002
C -0.8700 -0.3317 -6.1809  -0.004
C 0.1982 1.9766 -5.4299  -0.005
P -3.3424 2.5143 -4.1191  0.062
C -2.6474 1.0169 -4.9549  0.007
C -3.5439 3.7534 -5.4784  0.004
C -5.0547 1.9025 -4.0432  0.016
H -1.6137 -1.1356 -6.1691  0.000
H 0.1099 -0.7813 -6.3616  0.000
H -1.1447 0.3351 -7.0149  0.000
H 0.0746 1.9283 -6.5222  0.000
H 1.2583 1.7917 -5.2136  0.000
H -0.0902 2.9600 -5.0484  -0.005
H -5.3598 1.5323 -5.0286  0.001
H -5.7001 2.7367 -3.7481  0.000
H -5.1069 1.0935 -3.3041  0.000
H -3.1420 0.1243 -4.5289  0.002
H -2.8576 1.0375 -6.0381  0.000
H -4.6213 3.8637 -5.6495  0.000
H -3.0522 3.3908 -6.3827  0.000
H -3.1299 4.7293 -5.1956  0.000
C -1.2788 -1.7221 7.2625  -0.001
C -0.4396 -0.9409 6.2838  -0.002
C -0.7073 0.4160 6.0855  0.029
C 0.0551 1.1898 5.2015  -0.001
C 1.0933 0.5914 4.5015  0.036
C 1.3636 -0.7805 4.6671  0.035
N 2.3265 -1.3378 3.8514  0.400
C 3.4968 -1.9201 4.2008  0.023
C 3.9959 -1.9995 5.5263  0.139
C 5.1686 -2.7080 5.7885  -0.020
C 5.8837 -3.3024 4.7343  0.170
C 5.4288 -3.1745 3.4137  -0.010
C 4.2627 -2.4905 3.1299  0.109
C 3.7892 -2.4048 1.7132  0.016
O 4.4003 -2.9805 0.8214  0.034
O 2.6825 -1.6920 1.4613  -0.006
C 0.5858 -1.5625 5.5682  0.036
C 0.8759 -3.0239 5.7100  0.005
H -1.8304 -2.5361 6.7744  -0.001
H -0.6728 -2.1691 8.0607  -0.001
H -2.0094 -1.0603 7.7370  0.000
H -1.5177 0.8716 6.6585  0.002
H -0.1523 2.2480 5.0624  0.000
H 1.7318 1.1552 3.8185  0.002
H 2.3253 -1.3666 2.4032  0.000
H 3.4257 -1.5202 6.3263  0.005
H 5.5218 -2.7886 6.8149  -0.004
H 6.8018 -3.8480 4.9375  0.008
H 5.9753 -3.6228 2.5843  -0.003
H 1.1371 -3.4719 4.7426  0.001
H 1.7216 -3.2090 6.3891  0.002
H 0.0135 -3.5635 6.1147  0.000

Its spin multiplicity is 4. Its LUMO energy (spin up / spin down) is -7.351 / -8.209 eV. Its net charge is +2. For the gap between HOMO and LUMO (spin up / spin down), the calculation gives 4.2735 / 3.7493 eV.

***

Entry 6:
Here is an isolated ion of composition C8H13N2 and charge +1 from the Open Molecules 2025 dataset. Energies are from wB97M-V/def2-TZVPD.

Each line ends with the natural charge from an NBO analysis.
CARTESIAN COORDINATES (ANGSTROEM)
C -1.0124 -2.0709 1.8337  -0.670
C -0.9753 -1.3720 0.4608  0.440
N -1.6190 -1.9689 -0.5388  -0.664
C -0.1886 -0.1479 0.1760  0.001
N 0.7781 0.3837 0.9830  -0.487
C 1.4271 1.4024 0.2992  0.230
C 2.3626 2.3288 0.9649  -0.664
C 0.9161 1.3656 -0.9452  -0.267
C -0.1632 0.4429 -1.1240  0.021
C -1.0392 0.3229 -2.2826  -0.713
H -1.5072 -1.5413 2.5632  0.262
H -1.4444 -3.1096 1.7110  0.238
H 0.0365 -2.3069 2.0174  0.251
H -1.9376 -2.8425 -0.2965  0.410
H -1.6632 -1.6188 -1.4400  0.428
H 1.0063 -0.0202 1.8857  0.431
H 2.1582 3.3533 0.8517  0.255
H 2.4271 2.1099 2.0242  0.233
H 3.4374 2.1603 0.7198  0.256
H 1.0347 2.2060 -1.7020  0.240
H -1.1484 1.1677 -2.9213  0.272
H -0.7183 -0.4007 -3.1311  0.258
H -2.1672 0.1560 -2.1090  0.239

The energy above the lowest of the compared OMol25 structures with the same formula, charge and spin comes out at 134.02 kJ/mol. Its LUMO energy is -4.334 eV. Its net charge is +1. As for the SMILES: CC(=[NH2+])c1[nH]c(C)cc1C. For the gap between HOMO and LUMO, the calculation gives 8.2439 eV.

***

Entry 7:
Here is a 2-piece molecular cluster, C9H22N3O3 overall from the Open Molecules 2025 dataset. Energies are from wB97M-V/def2-TZVPD.

Each line ends with the natural charge from an NBO analysis.
CARTESIAN COORDINATES (ANGSTROEM)
C -1.0963 2.4948 -2.6872  -0.641
C -0.6406 1.0444 -2.6911  -0.228
N -1.7944 0.0728 -2.7850  -0.501
C -2.1327 -0.6672 -1.5003  -0.220
C -3.1810 0.1014 -0.6950  -0.422
C -3.2020 -0.3297 0.7811  -0.508
C -2.2323 0.5193 1.5753  0.802
O -2.5230 1.6015 2.0148  -0.540
O -0.9975 -0.0324 1.7032  -0.544
C 0.0721 0.8218 1.2191  -0.069
C 1.1714 -0.0374 0.6247  -0.642
H -0.2108 3.1273 -2.5965  0.260
H -1.7533 2.7258 -1.8466  0.226
H -1.6092 2.7626 -3.6139  0.228
H -0.0798 0.8097 -1.7869  0.232
H 0.0128 0.8702 -3.5477  0.233
H -2.6443 0.5598 -3.0738  0.435
H -1.5830 -0.6236 -3.4975  0.440
H -1.2104 -0.8485 -0.9520  0.237
H -2.5633 -1.6197 -1.8163  0.228
H -4.1648 -0.0811 -1.1365  0.233
H -2.9875 1.1782 -0.7465  0.222
H -2.9838 -1.3929 0.8946  0.235
H -4.1956 -0.1272 1.1854  0.257
H 0.4464 1.4343 2.0394  0.213
H -0.3477 1.4953 0.4627  0.154
H 0.7699 -0.9099 0.1020  0.196
H 1.8922 -0.3807 1.3661  0.256
H 1.7480 0.5520 -0.0957  0.223
C 4.6169 -1.6277 2.2094  0.777
O 4.3036 -1.0173 1.1976  -0.683
N 3.7133 -2.3376 2.9531  -0.848
N 5.8984 -1.6499 2.6739  -0.840
H 3.9577 -2.8431 3.7831  0.394
H 2.7642 -2.3600 2.6349  0.401
H 6.5853 -1.1412 2.1499  0.412
H 6.1815 -2.1442 3.4982  0.392

Its LUMO energy is -3.168 eV. Its net charge is +1. For the gap between HOMO and LUMO, the calculation gives 8.8849 eV.

***

Entry 8:
Here is C5H11ErF2NO3S as an isolated structure from the Open Molecules 2025 dataset. Energies are from wB97M-V/def2-TZVPD.

Each line ends with the Löwdin spin population.
CARTESIAN COORDINATES (ANGSTROEM)
C 2.7683 0.4091 0.1628  0.000
C 2.2440 -1.0452 0.5046  0.000
O 0.7602 -0.9712 0.6982  0.005
N 0.2336 -0.8214 -0.5489  -0.007
C -0.6158 0.3941 -0.6751  -0.001
F -1.2462 0.3361 -1.9035  0.004
C -1.7072 0.5873 0.4552  -0.002
C -2.2961 2.0814 0.2692  0.000
S -0.5293 -2.2603 -1.1426  -0.024
O -0.0045 -3.4643 -0.4154  0.413
O -0.0552 -2.4465 -2.5789  0.611
F -2.1485 -2.2542 -1.0459  0.000
H 2.7066 0.6654 -0.9326  0.000
H 2.1236 1.1874 0.7001  0.000
H 3.8328 0.5200 0.5256  0.000
H 2.4134 -1.6771 -0.4209  0.000
H 2.7669 -1.5531 1.3570  0.000
H 0.0848 1.2813 -0.6408  0.000
H -1.3014 0.5558 1.5273  -0.001
H -2.5997 -0.0965 0.3706  0.000
H -2.7453 2.4836 1.2264  0.000
H -1.4625 2.8031 -0.0164  0.000
H -3.0254 2.1052 -0.5891  0.000
Er -0.1970 1.1798 3.1133  2.004

Its spin multiplicity is 4. Its LUMO energy (spin up / spin down) is -13.559 / -15.754 eV. Its net charge is +3. For the gap between HOMO and LUMO (spin up / spin down), the calculation gives 8.7248 / 6.0943 eV.